DFT (the ωB97M-V functional and the def2-TZVPD basis) results for a structure of composition C11H7CaF2NO4.

Atoms and positions in Å:
C: 2.530 -1.208 0.831
C: 2.199 -1.294 -0.530
C: 0.877 -1.076 -1.105
C: 0.269 0.047 -0.325
C: -0.915 0.085 0.298
N: -1.776 -1.037 0.230
C: -2.437 -0.997 -1.073
O: -2.839 -0.007 -1.564
F: -2.478 -2.160 -1.649
C: -2.744 -1.101 1.295
O: -2.448 -1.256 2.414
F: -3.976 -1.024 0.864
C: -1.250 1.380 1.001
O: -1.794 1.468 2.061
C: -0.755 2.600 0.291
C: 0.420 2.543 -0.326
C: 1.128 1.274 -0.312
O: 2.378 1.223 -0.353
H: 2.506 -0.294 1.397
H: 2.847 -2.093 1.373
H: 2.985 -1.497 -1.258
H: 0.373 -2.043 -1.111
H: 0.938 -0.781 -2.154
H: -1.364 3.486 0.333
H: 0.857 3.385 -0.832
Ca: 4.467 0.378 0.204

Output
energy relative to the best compared isomer or geometry (same formula, charge and spin): 59.31 kJ/mol
DFT total energy: -1655.6971 a.u.
total charge: +2

***

DFT (the ωB97M-V functional and the def2-TZVPD basis) results for a structure of composition C11H7Cl15Cr2O4.

Atoms and positions in Å:
Cr: 15.744 -8.077 16.682
Cr: 21.491 -4.535 15.598
C: 18.732 -7.258 14.093
C: 19.978 -6.627 14.573
C: 20.515 -7.064 16.021
O: 21.601 -6.501 16.358
C: 19.689 -7.853 16.867
C: 18.531 -8.325 16.394
C: 18.080 -7.970 15.002
O: 16.790 -8.127 14.672
O: 17.750 -8.881 17.292
O: 20.512 -5.641 14.103
H: 18.401 -6.919 13.123
H: 20.042 -7.947 17.883
C: 16.791 -8.435 10.100
Cl: 16.268 -9.131 11.668
Cl: 17.892 -7.019 10.265
Cl: 15.384 -8.083 9.090
H: 17.314 -9.185 9.506
C: 18.492 -5.890 20.412
Cl: 17.953 -5.338 22.193
Cl: 20.054 -6.807 20.437
Cl: 18.542 -4.478 19.249
H: 17.733 -6.556 20.002
C: 24.037 -5.521 19.260
Cl: 25.649 -5.318 19.990
Cl: 23.501 -7.164 19.653
Cl: 24.101 -5.569 17.455
H: 23.249 -4.814 19.521
C: 20.567 -10.304 19.701
Cl: 20.759 -11.455 18.384
Cl: 21.858 -10.330 20.880
Cl: 19.087 -10.553 20.601
H: 20.492 -9.273 19.357
C: 19.481 -10.689 12.532
Cl: 20.597 -11.036 13.779
Cl: 18.208 -12.009 12.147
Cl: 20.187 -10.245 10.957
H: 18.937 -9.816 12.891

Output
energy relative to the best compared isomer or geometry (same formula, charge and spin): 258.89 kJ/mol
DFT total energy: -9715.3276 a.u.
<S²>: 20.077
total charge: +2
multiplicity: 9

***

DFT (the ωB97M-V functional and the def2-TZVPD basis) results for a structure of composition C11H7N2O6V.

Atoms and positions in Å:
O: -2.853 -4.227 0.479
C: -1.768 -4.080 0.114
V: 0.100 0.562 -0.200
O: 1.741 -1.661 1.577
C: 1.327 -0.810 0.894
C: 1.211 2.191 0.063
O: 1.904 3.126 0.132
C: -1.211 2.216 -1.288
O: -2.127 2.753 -1.709
C: 0.669 -0.122 -1.871
O: 1.136 -0.767 -2.728
H: -0.693 -0.789 -0.217
N: 0.220 1.824 6.430
C: 0.636 1.832 5.119
O: 1.742 2.238 4.773
C: -0.364 1.352 4.101
C: -1.715 1.056 4.351
C: -2.508 0.584 3.301
C: -1.963 0.480 2.012
N: -0.693 0.849 1.766
C: 0.120 1.213 2.783
H: 0.911 2.069 7.121
H: -0.574 1.277 6.732
H: -2.123 1.197 5.357
H: -3.553 0.332 3.461
H: -2.523 0.120 1.145
H: 1.163 1.415 2.526

Output
energy relative to the best compared isomer or geometry (same formula, charge and spin): 0.00 kJ/mol
DFT total energy: -1928.0619 a.u.
<S²>: 3.769
total charge: +1
multiplicity: 4

***

DFT (the ωB97M-V functional and the def2-TZVPD basis) results for a cluster of 30 separate species, C11H82BO34S in total.

Atoms and positions in Å:
C: 5.271 2.627 0.599
C: 4.059 1.756 0.221
O: 4.065 1.388 -1.182
C: 4.533 0.077 -1.326
O: 5.666 -0.148 -1.161
C: 3.571 -1.025 -1.689
C: 3.054 -1.674 -0.369
C: 1.726 -1.101 0.182
B: 0.540 -2.220 0.285
C: 1.051 -3.598 1.037
S: -0.011 -2.653 -1.543
C: -0.789 -1.716 1.088
O: -1.432 -0.551 0.478
C: -2.757 -0.502 0.895
O: -3.171 0.807 1.201
C: -3.368 1.626 0.060
C: -4.525 1.239 -0.839
O: -4.069 0.551 -2.009
H: 5.863 2.155 1.374
H: 5.859 2.859 -0.271
H: 4.873 3.545 0.994
H: 4.077 0.888 0.864
H: 3.148 2.293 0.409
H: 2.766 -0.710 -2.343
H: 4.183 -1.760 -2.195
H: 2.985 -2.738 -0.541
H: 3.838 -1.517 0.365
H: 1.921 -0.575 1.120
H: 1.399 -0.338 -0.517
H: 0.572 -4.473 0.602
H: 2.127 -3.678 1.101
H: 0.697 -3.515 2.063
H: 0.448 -3.895 -1.802
H: -0.467 -1.424 2.086
H: -1.459 -2.569 1.150
H: -2.909 -1.082 1.798
H: -3.360 -0.972 0.110
H: -2.439 1.704 -0.505
H: -3.603 2.612 0.454
H: -5.288 0.668 -0.311
H: -4.993 2.162 -1.176
H: -4.701 0.692 -2.725
O: 2.397 -5.029 3.167
H: 2.269 -5.704 3.843
H: 3.279 -4.683 3.345
O: -4.104 -2.467 -1.769
H: -5.000 -2.771 -1.952
H: -4.103 -1.554 -2.098
O: 0.988 1.469 -1.849
H: 1.933 1.653 -1.929
H: 0.759 1.019 -2.669
O: -1.988 -4.549 1.882
H: -1.471 -5.111 2.471
H: -2.010 -5.030 1.044
O: -1.308 -1.314 4.512
H: -2.185 -1.677 4.332
H: -1.366 -0.409 4.185
O: 2.968 3.906 -2.577
H: 3.458 3.272 -2.040
H: 2.902 3.472 -3.435
O: -4.112 -4.652 0.177
H: -4.568 -4.158 -0.512
H: -3.974 -4.000 0.872
O: -1.032 -4.178 -4.665
H: -1.931 -4.337 -4.361
H: -0.579 -3.859 -3.870
O: 5.598 5.396 -0.732
H: 6.026 5.754 -1.517
H: 4.657 5.410 -0.950
O: 3.176 3.552 2.404
H: 2.233 3.758 2.344
H: 3.330 3.387 3.342
O: 3.074 -2.879 4.807
H: 2.114 -2.773 4.782
H: 3.283 -3.002 5.739
O: 5.419 -2.337 1.663
H: 6.211 -2.076 1.176
H: 5.691 -2.347 2.589
O: 0.213 1.829 1.805
H: 0.655 2.183 1.023
H: -0.718 1.790 1.554
O: -5.844 4.059 -1.621
H: -5.366 4.418 -2.381
H: -6.773 4.106 -1.878
O: -5.467 5.820 0.597
H: -4.519 6.002 0.593
H: -5.629 5.366 -0.247
O: -0.118 4.895 -2.672
H: -0.338 5.339 -3.503
H: 0.796 4.603 -2.792
O: -2.729 1.001 4.922
H: -3.672 1.211 4.839
H: -2.589 0.842 5.861
O: -0.098 6.331 -5.211
H: 0.851 6.494 -5.268
H: -0.323 5.919 -6.053
O: -3.856 -3.407 3.828
H: -3.331 -3.976 4.403
H: -3.870 -3.888 2.992
O: -5.148 1.476 3.612
H: -4.660 1.793 2.840
H: -6.071 1.494 3.339
O: 5.686 2.838 -3.118
H: 6.272 3.436 -2.641
H: 5.268 2.320 -2.412
O: 5.585 3.296 4.254
H: 5.585 3.750 3.402
H: 6.191 2.558 4.128
O: -4.976 8.568 -0.877
H: -5.285 9.169 -0.192
H: -5.155 7.689 -0.517
O: 0.998 -5.424 -6.318
H: 0.920 -6.378 -6.201
H: 0.247 -5.063 -5.818
O: -4.853 -4.864 6.430
H: -5.743 -5.203 6.286
H: -4.885 -3.965 6.079
O: 0.075 -7.407 -8.926
H: 0.278 -6.671 -8.334
H: -0.761 -7.753 -8.596
O: -4.323 -1.082 -4.368
H: -3.375 -0.899 -4.381
H: -4.491 -1.536 -5.201
O: 4.549 -4.881 0.701
H: 5.030 -4.162 1.134
H: 4.203 -5.409 1.428
O: 0.559 5.003 1.372
H: -0.241 4.682 1.804
H: 0.257 5.324 0.513

Output
DFT total energy: -3449.5074 a.u.
total charge: -1

***

DFT (the ωB97M-V functional and the def2-TZVPD basis) results for a cluster of 2 separate species, C11H8BClN2O11 in total.

Atoms and positions in Å:
C: -1.841 1.318 -3.012
C: -2.137 1.523 -1.567
O: -1.994 2.548 -0.972
O: -2.639 0.377 -0.923
C: -2.056 0.157 0.290
O: -0.875 0.093 0.443
C: -2.955 -0.023 1.456
C: -2.092 -0.156 2.680
C: -2.549 -0.248 3.927
N: -1.427 -0.384 4.743
C: -0.362 -0.360 3.976
Cl: 1.206 -0.514 4.563
N: -0.706 -0.216 2.722
H: -1.565 0.287 -3.203
H: -2.704 1.568 -3.618
H: -1.007 1.950 -3.287
H: -3.586 -0.901 1.364
H: -3.628 0.826 1.545
H: -3.576 -0.245 4.222
H: -1.436 -0.489 5.743
H: -0.103 -0.186 1.888
B: 2.942 -0.544 -1.771
O: 2.493 -1.944 -1.574
C: 2.097 -2.092 -0.322
O: 1.656 -3.093 0.171
C: 2.273 -0.754 0.392
O: 1.991 -0.518 1.543
O: 2.759 0.119 -0.455
O: 4.340 -0.477 -2.218
C: 4.386 0.161 -3.388
O: 5.371 0.385 -4.023
C: 2.959 0.556 -3.770
O: 2.624 1.145 -4.755
O: 2.141 0.132 -2.808

Output
DFT total energy: -1846.4007 a.u.
total charge: 0

***

DFT (the ωB97M-V functional and the def2-TZVPD basis) results for a structure of composition C11H8BeNO5.

Atoms and positions in Å:
O: -1.735 -2.341 -0.071
C: -0.906 -1.548 0.055
Be: 0.204 -0.146 -0.075
O: 2.037 -1.471 1.779
C: 1.374 -0.998 0.969
C: 1.122 1.370 -0.085
O: 1.560 2.431 -0.229
C: -1.072 0.892 -1.393
O: -1.065 2.010 -1.796
C: 0.673 -0.519 -1.787
O: 0.974 -0.730 -2.887
H: -1.975 0.194 -1.407
N: -1.205 0.925 1.737
C: -0.712 0.525 2.985
C: -1.355 -0.500 3.691
C: -0.905 -0.808 4.978
C: 0.194 -0.136 5.531
C: 0.903 0.790 4.748
C: 0.465 1.100 3.460
H: -2.155 0.626 1.521
H: -1.054 1.909 1.506
H: -2.212 -1.002 3.242
H: -1.421 -1.571 5.563
H: 0.528 -0.362 6.547
H: 1.789 1.283 5.149
H: 1.010 1.804 2.824

Output
energy relative to the best compared isomer or geometry (same formula, charge and spin): 165.97 kJ/mol
DFT total energy: -869.3446 a.u.
total charge: +1

***

Number 1: largest force on an atom 0.049 hartree/bohr. Number 2: largest force on an atom 0.112 hartree/bohr. Number 3: largest force on an atom 0.144 hartree/bohr. Number 4: largest force on an atom 0.066 hartree/bohr. Number 5: largest force on an atom 0.043 hartree/bohr. Number 6: largest force on an atom 0.123 hartree/bohr.